No. 1
# C5H11NO2

The molecule C5H11NO2 (ωB97M-V with the def2-TZVPD basis set, the OMol25 dataset).

XYZ file:
```
19
Properties=species:S:1:pos:R:3
O 0.24 0.16 1.96
O 2.35 -0.24 1.29
N 0.63 -1.78 -0.08
C -1.92 -0.52 -0.62
C -0.84 1.66 -1.06
C 1.13 0.35 0.90
C -0.82 0.21 -0.69
C 0.55 -0.35 -0.35
H -0.73 2.28 -0.17
H -2.89 -0.07 -0.78
H 2.29 -1.18 1.05
H 0.86 0.24 2.74
H 1.23 -0.13 -1.18
H -0.03 1.90 -1.74
H -1.79 1.92 -1.53
H 0.04 -1.99 0.71
H 0.29 -2.31 -0.88
H 1.33 1.41 0.72
H -1.93 -1.55 -0.31
```

Its HOMO-LUMO gap is 0.3813 hartree. For the largest force on an atom, the calculation gives 1.6 eV/Å. The relative energy (zero: lowest compared OMol25 entry of this formula, charge and spin) comes out at 28.5 kcal per mole. The SMILES is C=C(C)[C@H](N)C(O)O. The calculation puts the HOMO energy at -9.505 eV. As for the total energy: -10948.0326 eV.

***

No. 2
# C23H45Cl3N2O3PSiY

A structure of composition C23H45Cl3N2O3PSiY (ωB97M-V with the def2-TZVPD basis set, the OMol25 dataset).

XYZ file:
```
79
Properties=species:S:1:pos:R:3
Y -0.24 3.47 0.00
Cl -0.90 5.31 -1.77
Cl -2.05 1.95 -0.86
Cl -1.15 4.77 1.96
P 2.04 6.23 0.99
Si 0.25 -2.07 0.17
O 1.68 3.43 -1.27
O -0.96 -2.92 -0.63
O 0.92 2.29 1.57
N 0.94 1.11 3.52
N 1.13 3.15 -3.48
C -2.17 -3.62 -0.36
C 1.84 -2.76 -0.50
C -0.93 -5.84 0.09
C 1.02 1.69 -3.32
C 0.14 0.48 4.58
C 0.03 -0.29 -0.30
C 1.56 3.89 -2.46
C -2.99 -5.32 1.26
C -3.52 -2.45 -2.15
C -0.91 -7.09 0.72
C 0.12 -2.46 1.99
C -2.98 -6.57 1.86
C 0.37 1.95 2.66
C 2.26 0.57 3.21
C 0.48 3.75 -4.65
C 2.45 7.71 2.01
C 3.03 6.70 -0.48
C -2.92 -3.74 -1.68
C 3.16 5.05 1.86
C -3.72 -5.11 -3.62
C -1.94 -7.46 1.59
C -2.96 -4.90 -2.35
C -1.99 -4.96 0.35
H 0.96 3.37 -5.56
H -2.45 -5.78 -1.95
H -3.35 -6.02 -4.12
H 4.11 5.53 2.12
H 1.99 -2.49 -1.56
H -0.80 -2.08 2.43
H 2.82 1.30 2.62
H 1.91 8.57 1.60
H 1.83 -3.85 -0.43
H -3.68 -2.47 -3.23
H 2.79 0.37 4.14
H 3.36 5.80 -1.00
H 0.12 -3.56 2.11
H 1.83 1.34 -2.66
H -4.49 -2.25 -1.68
H -4.80 -5.25 -3.45
H -0.62 2.34 2.93
H -3.79 -6.85 2.55
H -0.78 1.07 4.70
H 2.66 4.70 2.78
H 2.19 -0.36 2.63
H -2.79 -3.00 0.29
H 3.33 4.18 1.21
H -0.08 -7.77 0.51
H -0.14 -5.53 -0.61
H 2.10 7.54 3.04
H 0.05 1.42 -2.87
H 0.72 0.48 5.52
H -0.58 3.46 -4.67
H -2.85 -1.62 -1.91
H 3.89 7.33 -0.20
H -3.58 -4.27 -4.31
H -0.93 0.05 0.11
H 2.69 -2.38 0.09
H 0.98 -2.07 2.55
H 3.53 7.91 2.01
H -3.78 -4.58 1.46
H 1.10 1.23 -4.31
H 1.75 4.95 -2.66
H 0.56 4.84 -4.59
H 2.37 7.26 -1.16
H -0.04 -0.18 -1.39
H -1.93 -8.46 2.05
H -0.12 -0.56 4.30
H 0.82 0.38 0.07
```

Its HOMO-LUMO gap is 0.3108 hartree. For the largest force on an atom, the calculation gives 2.0 eV/Å. The relative energy (zero: lowest compared OMol25 entry of this formula, charge and spin) comes out at 0.0 kcal per mole. The calculation puts the HOMO energy at -8.148 eV. As for the total energy: -89489.8999 eV.

***

No. 3
# C12H14AsBN3O9S4Tc

A structure of composition C12H14AsBN3O9S4Tc (ωB97M-V with the def2-TZVPD basis set, the OMol25 dataset).

XYZ file:
```
45
Properties=species:S:1:pos:R:3
Tc 0.08 -0.13 -0.04
As -1.33 -3.04 1.79
S -2.74 -1.51 2.48
S 0.00 -2.48 0.19
S 0.75 0.57 1.74
S -1.49 -4.90 2.44
O 2.05 -0.81 -0.97
O 2.49 1.37 -1.71
O -1.81 4.59 -2.38
O -2.21 -0.25 1.55
O -3.30 6.54 1.68
O -1.22 1.06 -0.43
O -3.40 5.36 3.49
O -0.50 0.66 2.84
O -0.93 2.62 -2.42
N -1.52 3.54 -1.88
N -1.83 0.86 2.37
N -3.16 5.53 2.32
C 3.96 1.03 -3.62
C -1.66 2.16 0.21
C 4.79 0.78 -1.27
C 4.06 -1.99 -1.79
C 2.22 -1.32 -3.37
C -2.36 4.47 0.24
C 3.08 -0.93 -2.19
C -2.63 4.35 1.58
C -2.45 3.17 2.27
C 3.64 0.54 -2.22
C -1.96 2.07 1.59
C -1.87 3.37 -0.45
B 1.79 0.51 -1.01
H 4.31 2.06 -3.56
H 4.56 0.47 -0.25
H 1.74 -2.27 -3.18
H 3.57 -2.97 -1.76
H 5.03 1.84 -1.25
H -2.70 3.10 3.32
H 4.85 -2.03 -2.55
H 2.86 -1.43 -4.24
H 3.09 0.99 -4.27
H 4.76 0.43 -4.05
H -2.52 5.41 -0.28
H 4.52 -1.79 -0.83
H 1.47 -0.56 -3.60
H 5.68 0.24 -1.59
```

Its HOMO-LUMO gap is 0.2528 hartree. For the largest force on an atom, the calculation gives 0.8 eV/Å. The relative energy (zero: lowest compared OMol25 entry of this formula, charge and spin) comes out at 75.7 kcal per mole. As for the total charge: +2. The calculation puts the HOMO energy at -16.260 eV. As for the total energy: -142597.7058 eV.

***

No. 4
# C97H198F21N9O18S4

A cluster of 16 separate species, C97H198F21N9O18S4 in total (ωB97M-V with the def2-TZVPD basis set, the OMol25 dataset).

XYZ file:
```
347
Properties=species:S:1:pos:R:3
S 1.77 -4.29 -2.29
S -6.48 3.39 -1.28
S 2.03 2.68 -0.66
S -2.46 0.90 4.92
F -4.00 -1.14 4.45
F -5.40 0.97 -0.69
F 4.14 2.29 1.02
F -10.80 0.84 5.79
F 4.61 3.30 -0.78
F -7.51 1.08 -0.49
F -6.73 0.83 -2.43
F 4.36 -3.34 -2.53
F -4.74 0.10 6.04
F 4.60 4.22 7.99
F -0.95 2.02 -8.00
F 4.28 2.17 7.67
F 5.97 3.10 6.85
F 3.55 4.32 0.82
F -3.04 -1.09 6.40
F 4.17 -5.46 -2.59
F 3.54 -4.30 -4.29
F -10.76 -0.24 7.63
F -1.05 -0.03 -8.13
F -2.75 1.12 -8.93
F -10.87 -1.24 5.73
O 2.70 3.97 6.18
O -1.54 0.59 -5.54
O -8.41 0.00 4.66
O -2.91 1.46 3.65
O 2.46 1.50 -1.41
O 3.84 2.42 5.01
O -8.12 0.52 6.95
O -5.64 3.69 -0.11
O 1.21 -3.09 -2.88
O 1.21 -5.57 -2.78
O -1.24 0.09 4.82
O 1.11 2.36 0.36
O -7.90 3.77 -1.25
O -5.85 3.71 -2.56
O -2.40 1.88 6.01
O 1.62 3.86 -1.41
O -3.57 0.15 -6.70
O 1.83 -4.25 -0.86
N 0.69 1.52 8.37
N -1.35 -3.61 -5.70
N -1.73 4.05 -3.35
N 9.13 -3.85 -4.12
N 1.29 -9.10 -2.48
N 2.69 0.98 -4.67
N 1.12 -1.20 1.85
N -6.08 3.91 5.15
N 0.62 5.66 2.80
C -1.08 -8.24 -3.30
C -0.39 5.54 4.01
C -7.47 4.56 4.83
C -2.64 4.10 -0.96
C -5.23 4.82 2.86
C -2.74 2.60 -0.83
C 3.69 3.19 0.16
C 1.35 3.24 3.14
C 2.81 0.59 -6.19
C -5.61 -0.88 -5.82
C -0.11 -0.82 8.94
C -0.01 5.41 1.43
C -8.54 3.96 5.74
C 1.80 4.67 3.17
C 0.38 -1.39 7.63
C -3.41 -4.77 -4.60
C 2.33 2.52 -4.55
C -10.31 -0.21 6.34
C 3.05 -9.33 -0.09
C 3.70 -1.05 1.67
C -7.79 -1.03 2.52
C -1.88 1.04 -7.95
C 1.01 9.57 2.55
C 1.86 -10.44 -2.05
C 4.66 3.27 7.14
C 0.28 8.26 2.77
C -8.16 4.08 7.24
C -0.59 4.63 -4.13
C -0.88 -3.85 -8.24
C 2.15 -8.41 -3.52
C 3.92 3.62 5.88
C -1.61 4.59 -1.98
C -0.12 -1.39 0.93
C -6.82 3.44 7.56
C -1.47 -2.48 -4.62
C -1.53 -1.43 1.62
C 4.01 0.71 -3.98
C 3.93 -2.33 2.50
C 1.31 -2.51 2.71
C 8.28 -6.49 -3.18
C 6.99 -0.89 -2.66
C -0.42 3.72 9.36
C 5.09 1.90 4.55
C 9.93 -3.12 -5.12
C -0.47 0.66 8.86
C -2.79 -4.26 -5.91
C -3.98 5.16 2.09
C -4.90 4.54 4.36
C -2.37 -8.83 -3.93
C -5.81 4.10 6.64
C -1.55 2.49 -3.11
C -3.40 -3.78 -3.49
C 8.07 -4.68 -4.84
C -1.07 -2.92 -7.05
C 0.34 3.02 4.23
C -3.66 -0.37 5.51
C 10.08 -4.76 -3.34
C -2.01 -3.13 -3.32
C -4.52 0.17 -5.61
C 0.53 4.96 -6.46
C -8.82 -0.31 6.23
C 2.73 -2.50 3.42
C -2.68 -1.10 0.70
C 2.32 -1.06 0.90
C -0.80 4.05 4.14
C 1.43 -0.53 6.98
C -2.44 1.05 -6.52
C 5.12 1.71 -4.27
C -0.09 -9.45 -3.09
C 2.07 0.36 -8.56
C 7.40 -1.78 -3.80
C 9.36 -5.74 -2.40
C 1.32 7.11 2.72
C 4.69 3.19 -4.25
C -6.54 1.45 -1.25
C -6.07 2.39 4.80
C 3.59 -4.30 -2.94
C 0.96 0.02 2.75
C 1.07 -8.13 -1.29
C -1.09 5.05 8.83
C -0.26 -4.59 -5.31
C 1.63 0.91 -7.15
C -3.04 4.35 -4.05
C 0.18 2.97 8.12
C -0.66 4.41 -5.65
C 1.90 1.50 9.35
C -2.72 2.01 -2.22
C 2.42 -7.98 -0.52
C 1.60 0.15 -4.12
C 3.22 -10.26 -1.29
C -8.35 -1.27 3.89
C 8.45 -2.78 -3.16
C -0.59 -2.95 -9.42
C 3.39 3.46 -5.06
C 1.02 1.00 6.94
C 7.31 -5.53 -3.86
C 5.19 0.37 5.00
H -9.32 -1.77 3.88
H 8.97 -5.09 -1.62
H 9.35 -2.19 -2.86
H -0.66 5.69 -3.95
H 1.22 0.43 -3.14
H -1.47 3.78 3.30
H -2.81 -5.68 -4.37
H -0.40 4.43 1.22
H -5.01 1.16 -5.62
H -2.73 -5.07 -6.61
H 7.90 -1.28 -4.63
H -2.18 -1.78 -5.07
H -1.84 -4.36 -8.37
H 0.34 -8.64 -0.62
H -0.55 2.45 -2.63
H 6.50 -1.44 -1.83
H 1.98 -0.87 -4.06
H 0.74 0.30 -4.75
H -3.69 2.27 -2.65
H 2.46 -0.57 7.42
H 2.99 -0.47 -6.08
H 4.84 -2.18 3.04
H -0.60 2.89 7.38
H 0.51 0.71 2.05
H 5.51 1.43 -5.24
H -1.52 -0.72 2.46
H -3.16 -8.09 -4.21
H 2.59 -3.49 3.87
H -4.56 5.45 4.92
H -0.33 -5.03 -4.33
H -5.91 5.16 6.85
H -6.84 2.37 7.51
H -8.64 -1.34 6.24
H -0.61 -7.56 -4.05
H 0.60 4.46 -7.44
H 6.33 -0.11 -3.02
H 4.02 -3.13 1.80
H -3.45 5.94 2.61
H 0.77 5.48 0.68
H 10.07 -6.36 -1.86
H -0.48 -2.09 -4.52
H 6.81 -4.89 -3.10
H 7.42 -3.92 -5.26
H 5.22 0.36 6.10
H -1.45 4.05 4.99
H -5.73 3.99 2.33
H 0.73 -7.16 -1.68
H -7.86 -2.00 1.98
H 2.01 4.93 4.24
H 5.92 2.50 4.89
H -2.66 -0.13 0.21
H 9.28 -2.51 -5.70
H 0.35 3.87 10.11
H -0.57 4.36 -1.61
H 10.76 -4.04 -2.91
H 1.81 1.64 6.57
H 3.05 0.70 -8.85
H -8.89 3.47 7.76
H -1.21 6.18 3.65
H 4.32 -0.29 -4.27
H -1.54 -2.50 -9.71
H 6.49 -6.00 -4.42
H -8.34 -0.28 1.99
H -0.49 -10.18 -2.34
H -1.25 -7.65 -2.40
H 0.33 4.24 -3.65
H -6.30 -0.69 -5.01
H 1.35 0.56 -9.32
H 2.24 2.51 9.45
H -1.28 3.21 9.77
H 7.89 -0.33 -2.30
H -3.11 5.42 -4.22
H 4.42 -1.08 0.84
H 6.60 -2.38 -4.21
H 8.11 -3.42 -2.33
H -6.23 2.33 3.72
H -1.91 -2.26 -7.23
H 0.66 -3.97 -5.27
H 0.19 -2.17 -9.24
H 0.23 -0.20 3.50
H -3.38 4.22 2.02
H 4.54 4.37 5.31
H -1.57 4.83 -6.15
H 0.36 10.41 2.73
H 1.16 -10.90 -1.38
H -5.07 2.04 5.04
H 3.65 -11.24 -0.97
H 0.71 -2.44 7.71
H -1.35 -3.90 -2.90
H 3.84 0.72 -2.89
H 6.02 -0.20 4.57
H -6.74 -0.64 2.46
H -1.98 4.79 8.24
H -6.36 3.60 8.56
H 0.10 1.11 6.33
H 0.47 -2.44 3.42
H -7.35 5.61 5.08
H -4.74 3.81 6.73
H 8.59 -5.19 -5.63
H 3.02 4.48 -4.83
H -0.97 -1.39 9.39
H 5.14 1.89 3.45
H -2.11 -9.40 -4.82
H 0.89 2.94 5.15
H 1.51 1.11 10.29
H -1.29 5.74 9.64
H 1.63 2.01 -7.21
H 0.12 -9.99 -4.03
H -7.72 -1.86 4.54
H 0.41 6.02 -6.69
H -2.85 2.08 -6.33
H 1.22 -3.36 2.02
H 2.24 -0.70 -8.40
H -2.50 4.57 0.04
H -0.78 1.08 9.82
H -2.79 -1.89 -0.06
H -0.17 -5.32 -6.14
H -6.89 1.82 5.31
H -2.87 -9.49 -3.22
H -5.83 5.73 2.71
H 1.31 9.59 1.52
H 2.77 -1.79 4.28
H -3.59 4.41 -1.37
H 3.94 -0.10 2.11
H 2.24 -0.16 0.28
H 5.51 3.79 -4.68
H 2.22 2.64 3.34
H -3.83 4.13 -3.34
H -5.24 -1.89 -5.75
H -1.69 -2.43 2.03
H 1.68 -7.51 -3.81
H 4.23 -0.09 4.69
H 8.73 -7.08 -3.96
H -2.94 3.82 -4.99
H -4.09 -2.96 -3.66
H 2.40 -9.83 0.65
H 1.97 -11.12 -2.93
H -8.69 2.88 5.55
H 2.68 4.89 2.57
H -0.11 -4.61 -8.14
H -3.75 -4.24 -2.57
H 1.47 2.58 -5.17
H 3.15 -8.21 -3.11
H -1.66 5.67 -1.97
H -9.48 4.48 5.59
H 2.26 -1.96 0.28
H 3.52 3.36 -6.12
H 2.30 -9.07 -4.38
H 2.17 2.75 -3.49
H 10.65 -5.30 -4.10
H -4.33 5.32 1.05
H -0.14 8.23 3.82
H -1.54 1.98 -4.08
H -8.30 5.12 7.57
H 1.50 4.89 -5.99
H 0.65 0.51 -6.81
H -0.25 -3.57 -10.24
H 4.03 -9.22 0.39
H -0.56 8.15 2.06
H -1.29 0.90 8.15
H -0.13 -0.56 0.21
H -0.71 6.21 1.22
H 5.99 1.57 -3.59
H -0.63 3.31 -5.71
H 3.14 -7.47 -1.16
H 0.67 -0.92 9.78
H -4.42 -5.16 -4.75
H -3.59 -1.22 1.34
H -7.66 4.38 3.76
H 1.61 -0.77 5.94
H -2.72 0.91 -2.22
H 7.78 -7.25 -2.54
H 4.49 3.53 -3.23
H -1.95 -2.35 -2.56
H 3.97 -9.87 -1.97
H -6.11 -0.70 -6.77
H 3.77 0.93 -6.58
H -1.95 2.16 -0.22
H 1.88 9.63 3.21
H 0.91 2.99 2.19
H 2.01 7.20 3.57
H 1.89 7.11 1.77
H -4.13 3.73 4.45
H -3.40 -3.48 -6.32
H -3.66 2.29 -0.33
H 10.40 -3.83 -5.79
H -3.96 0.06 -4.69
H 2.70 0.83 9.00
H -0.10 2.05 4.11
H 0.13 5.84 4.92
H 2.18 -7.33 0.32
H 1.03 3.50 7.63
H 0.00 -2.29 0.31
H -0.49 -1.35 6.89
H -0.38 5.58 8.19
H 10.62 -2.45 -4.64
H 1.89 0.33 3.19
H -0.23 -2.20 -6.82
```

Its HOMO-LUMO gap is 0.1544 hartree. For the largest force on an atom, the calculation gives 3.8 eV/Å. As for the total charge: +2. The calculation puts the HOMO energy at -8.247 eV. As for the total energy: -254456.9235 eV.